1.
Density functional theory data (ωB97M-V with the def2-TZVPD basis set) for C9H12N16ReS as an isolated structure at a distorted geometry.

Properties
spin multiplicity = 2
energy relative to the best compared isomer or geometry (same formula, charge and spin) = 266.14 kJ/mol
HOMO-LUMO gap (alpha / beta) = 5.220 / 5.849 eV
net charge = +2
DFT total energy = -1701.98633 a.u.

Positions of all 39 atoms, in Å:
Re: -0.358 0.529 0.117
S: 1.820 -0.359 0.237
N: 1.715 -3.194 0.312
N: -3.256 1.007 0.586
N: -2.044 1.583 0.356
N: 3.583 -2.312 -0.135
N: 1.759 2.448 -0.439
N: 0.427 2.294 -0.161
N: -4.075 -2.797 1.194
N: -1.358 3.886 0.185
N: 0.906 4.439 -0.266
N: -3.576 3.155 0.599
N: -1.578 -0.945 -0.636
N: -4.117 1.954 0.726
N: -3.793 -2.472 -1.070
N: 1.996 3.703 -0.483
N: 0.384 -3.349 0.650
N: 3.803 -3.636 -0.172
C: -3.372 -2.278 0.185
C: 2.392 -5.636 0.197
C: -3.136 -1.938 -2.076
C: 2.665 -4.188 0.108
C: -2.187 -1.536 0.392
C: -2.020 -1.125 -1.882
C: -2.297 2.941 0.377
C: 2.321 -1.999 0.138
C: -0.072 3.587 -0.077
H: -4.958 -3.242 0.997
H: -1.795 -1.388 1.399
H: 4.339 -1.666 -0.328
H: 1.712 -5.954 -0.596
H: -3.514 -2.133 -3.073
H: 0.314 -3.634 1.622
H: -3.866 -2.573 2.151
H: -1.525 -0.613 -2.694
H: -0.023 -4.079 0.075
H: 1.949 -5.897 1.159
H: 3.332 -6.169 0.083
H: -1.627 4.865 0.246

2.
Density functional theory data (ωB97M-V with the def2-TZVPD basis set) for C9H12N16ReS as an isolated structure.

Properties
spin multiplicity = 4
energy relative to the best compared isomer or geometry (same formula, charge and spin) = 25.20 kJ/mol
HOMO-LUMO gap (alpha / beta) = 6.120 / 5.567 eV
net charge = +2
DFT total energy = -1702.06151 a.u.

Positions of all 39 atoms, in Å:
Re: 0.104 -0.554 0.379
S: 1.045 -1.071 -1.750
N: -0.098 -3.360 -0.868
N: 4.347 -0.099 2.725
N: -2.705 1.492 0.678
N: -3.566 -1.209 -1.269
N: -0.248 -2.775 0.402
N: -3.922 -0.083 -0.640
N: -1.797 -0.495 -0.300
N: -1.406 2.901 2.048
N: 0.475 1.787 2.151
N: -0.419 1.049 1.332
N: -2.330 -1.480 -1.100
N: -0.286 -4.656 -2.605
N: 0.302 -3.465 -2.929
N: 2.011 -0.445 1.310
N: -0.118 2.811 2.537
N: 5.318 0.941 0.932
C: 2.103 -0.853 2.589
C: -1.229 -5.616 -0.520
C: 3.060 0.136 0.729
C: 3.297 -0.675 3.273
C: -0.551 -4.589 -1.341
C: 4.253 0.333 1.460
C: -2.830 0.350 -0.059
C: -1.564 1.839 1.329
C: 0.412 -2.662 -1.893
H: 1.228 -1.276 3.063
H: 6.141 1.053 1.503
H: 2.971 0.442 -0.304
H: 0.572 -3.287 -3.888
H: 3.395 -1.012 4.297
H: -0.587 -5.968 0.289
H: 0.342 -3.280 1.068
H: -3.507 2.108 0.757
H: -1.228 -2.886 0.683
H: -2.160 -5.226 -0.102
H: -1.472 -6.460 -1.161
H: 5.330 1.303 -0.005